(1)
A structure of composition C19H23N2O2S2SiTl, computed with ωB97M-V/def2-TZVPD.

As for the total charge: -2. For the HOMO energy, the calculation gives -1.06 eV.

Structure (XYZ):
```
50
C19H23N2O2S2SiTl, DFT ωB97M-V/def2-TZVPD
Tl 0.046 -2.106 -3.285
C -0.821 -1.624 1.618
C -1.100 -2.037 0.178
N -0.107 -2.295 -0.629
N 1.115 -2.311 0.030
C 2.257 -2.216 -0.546
S 2.841 -1.959 -2.113
S 3.586 -2.329 0.751
C 4.069 -0.553 0.750
C 3.415 0.177 1.880
C 2.247 0.903 1.671
C 1.589 1.511 2.730
C 2.094 1.409 4.018
C 3.261 0.688 4.238
C 3.915 0.082 3.179
C -2.517 -2.050 -0.197
C -3.469 -1.935 0.835
C -4.818 -1.743 0.623
C -5.284 -1.644 -0.694
C -4.412 -1.819 -1.734
C -3.010 -2.086 -1.556
O -2.310 -2.337 -2.576
H 0.238 -1.448 1.747
H -1.119 -2.407 2.320
H -1.370 -0.711 1.850
H 3.770 -0.170 -0.225
H 5.156 -0.524 0.828
H 1.843 0.974 0.667
H 0.669 2.052 2.548
H 1.577 1.876 4.848
H 3.656 0.588 5.243
H 4.819 -0.492 3.356
H -3.140 -2.011 1.862
H -5.500 -1.643 1.459
H -6.333 -1.438 -0.885
H -4.760 -1.767 -2.759
C -0.913 2.046 -0.753
Si -0.113 1.755 -2.466
C -1.140 2.849 -3.662
C 1.586 2.633 -2.336
O -0.035 0.270 -2.943
H -0.979 3.107 -0.488
H -0.340 1.542 0.032
H -1.923 1.625 -0.729
H -1.115 3.917 -3.419
H -2.185 2.524 -3.649
H -0.773 2.726 -4.685
H 1.501 3.713 -2.175
H 2.165 2.471 -3.250
H 2.169 2.217 -1.508
```

The natural (NBO) scheme yields these atomic charges, measured in e: 0.674 -0.694 0.307 -0.325 -0.444 -0.038 -0.382 0.123 -0.577 0.090 -0.239 -0.195 -0.248 -0.224 -0.249 -0.265 -0.105 -0.371 -0.207 -0.318 0.445 -0.754 0.259 0.203 0.212 0.260 0.207 0.235 0.213 0.194 0.192 0.198 0.183 0.180 0.179 0.196 -1.137 1.932 -1.130 -1.131 -1.347 0.200 0.212 0.229 0.195 0.217 0.213 0.197 0.218 0.216

=====

(2)
A structure of composition C19H23N2O8RuS2, computed with ωB97M-V/def2-TZVPD.

As for the multiplicity: 2. As for the total charge: -2. For the HOMO energy (alpha / beta), the calculation gives -0.91 / -0.89 eV.

Structure (XYZ):
```
55
C19H23N2O8RuS2, DFT ωB97M-V/def2-TZVPD
Ru -0.222 1.923 -1.451
O 2.986 2.687 -1.525
C 3.036 1.407 -0.916
C 2.599 0.295 -1.857
N 1.138 0.071 -1.862
C 0.699 -0.321 -3.211
C 0.743 0.862 -4.184
O 1.023 0.636 -5.367
O 0.452 1.982 -3.653
C 0.785 -0.998 -0.925
C -0.732 -1.097 -0.732
O -1.185 -2.199 -0.369
O -1.374 -0.038 -0.943
H 2.113 2.802 -1.938
H 4.082 1.256 -0.636
H 2.434 1.376 0.000
H 2.918 0.575 -2.863
H 3.106 -0.646 -1.604
H 1.301 -1.157 -3.589
H -0.342 -0.643 -3.139
H 1.192 -1.962 -1.258
H 1.216 -0.763 0.050
S -1.093 4.084 -1.704
C -2.112 2.662 -1.672
N -3.079 2.547 -0.623
C -4.129 1.684 -0.650
C -4.522 1.074 -1.784
C -3.752 1.338 -2.972
C -2.650 2.105 -2.930
H -2.794 2.929 0.260
H -4.637 1.546 0.296
H -5.360 0.393 -1.781
H -4.053 0.892 -3.914
H -2.056 2.306 -3.813
C 1.037 -4.976 3.810
C 0.863 -3.494 3.604
C -0.214 -2.999 2.876
C -0.388 -1.637 2.692
C 0.545 -0.762 3.225
C 1.634 -1.229 3.942
C 1.783 -2.594 4.137
S 0.345 0.972 2.936
O -0.921 1.387 3.492
O 1.519 1.644 3.442
O 0.306 0.934 1.409
H 0.413 -5.540 3.117
H 0.756 -5.268 4.825
H 2.075 -5.279 3.657
H -0.915 -3.678 2.406
H -1.211 -1.279 2.090
H 2.357 -0.521 4.324
H 2.638 -2.966 4.693
C -0.104 2.233 0.574
H 0.722 2.899 0.851
H -0.975 2.548 1.154
```

The natural (NBO) scheme yields these atomic charges, measured in e: 0.528 -0.734 -0.079 -0.245 -0.450 -0.352 0.768 -0.731 -0.767 -0.348 0.778 -0.763 -0.732 0.491 0.160 0.189 0.218 0.174 0.178 0.239 0.177 0.226 -0.219 -0.020 -0.596 0.076 -0.375 -0.226 -0.233 0.401 0.184 0.195 0.190 0.237 -0.623 -0.026 -0.216 -0.093 -0.369 -0.176 -0.239 2.424 -0.971 -0.981 -0.804 0.215 0.205 0.206 0.219 0.257 0.234 0.193 -0.294 0.154 0.148

=====

(3)
The molecule C19H23N3O2S, computed with ωB97M-V/def2-TZVPD.

As for the total charge: 0. The structure (SMILES) is NC(=O)N[C@@H](Cc1ccccc1)C(=O)NCCCSc1ccccc1. For the HOMO energy, the calculation gives -8.27 eV.

Structure (XYZ):
```
48
C19H23N3O2S, DFT ωB97M-V/def2-TZVPD
N 1.554 1.880 -0.592
C 0.563 1.356 0.183
O 0.735 1.101 1.369
N -0.621 1.157 -0.444
C -1.856 0.837 0.248
C -3.067 1.381 -0.527
C -2.939 1.171 -2.010
C -2.469 2.196 -2.826
C -2.320 2.003 -4.189
C -2.637 0.780 -4.753
C -3.105 -0.247 -3.949
C -3.255 -0.054 -2.587
C -1.984 -0.683 0.523
O -2.971 -1.334 0.241
N -0.898 -1.164 1.136
C -0.738 -2.533 1.562
C -0.335 -2.618 3.034
C 0.989 -1.921 3.331
S 2.348 -2.651 2.334
C 3.159 -1.216 1.682
C 3.639 -1.279 0.380
C 4.310 -0.198 -0.161
C 4.497 0.952 0.592
C 4.025 1.006 1.894
C 3.366 -0.076 2.446
H 2.486 1.832 -0.210
H 1.468 1.881 -1.594
H -0.710 1.348 -1.431
H -1.811 1.313 1.238
H -3.947 0.853 -0.156
H -3.176 2.446 -0.316
H -2.231 3.159 -2.392
H -1.960 2.810 -4.810
H -2.524 0.629 -5.817
H -3.358 -1.201 -4.386
H -3.614 -0.853 -1.957
H -0.165 -0.507 1.384
H -1.691 -3.041 1.396
H 0.032 -3.018 0.950
H -0.261 -3.671 3.311
H -1.109 -2.154 3.651
H 1.248 -2.040 4.384
H 0.948 -0.863 3.083
H 3.484 -2.177 -0.199
H 4.682 -0.251 -1.174
H 5.024 1.797 0.170
H 4.177 1.895 2.489
H 3.020 -0.029 3.467
```

The natural (NBO) scheme yields these atomic charges, measured in e: -0.836 0.796 -0.703 -0.638 -0.125 -0.450 0.060 -0.275 -0.211 -0.223 -0.188 -0.245 0.676 -0.651 -0.638 -0.231 -0.413 -0.523 0.217 -0.173 -0.178 -0.214 -0.271 -0.190 -0.213 0.416 0.386 0.409 0.233 0.252 0.215 0.212 0.213 0.213 0.213 0.248 0.430 0.231 0.203 0.211 0.216 0.222 0.236 0.214 0.213 0.217 0.218 0.220

=====

(4)
The molecule C19H23N3O5 in a non-equilibrium geometry, computed with ωB97M-V/def2-TZVPD.

As for the total charge: 0. The structure (SMILES) is COc1ccc(/C=C(\C#N)C(=O)OCC(=O)NC(=O)NCCC(C)C)cc1. For the HOMO energy, the calculation gives -8.83 eV.

Structure (XYZ):
```
50
C19H23N3O5, DFT ωB97M-V/def2-TZVPD
C -8.861 -1.974 0.403
O -8.414 -0.993 -0.506
C -7.171 -0.489 -0.370
C -6.257 -0.857 0.619
C -5.010 -0.273 0.665
C -4.625 0.696 -0.269
C -3.346 1.340 -0.274
C -2.291 1.203 0.573
C -2.211 0.360 1.697
N -2.086 -0.307 2.624
C -1.086 2.021 0.310
O -0.955 2.779 -0.617
O -0.143 1.810 1.252
C 1.081 2.510 1.128
C 2.287 1.579 1.042
O 3.398 2.036 0.853
N 2.002 0.269 1.195
C 2.875 -0.858 1.101
O 2.394 -1.965 1.143
N 4.169 -0.547 1.000
C 5.179 -1.557 0.789
C 5.405 -1.908 -0.686
C 5.948 -0.792 -1.594
C 7.171 -0.101 -0.995
C 4.888 0.239 -1.980
C -5.555 1.056 -1.262
C -6.798 0.480 -1.312
H -8.878 -1.591 1.428
H -9.875 -2.221 0.093
H -8.239 -2.874 0.359
H -6.512 -1.601 1.357
H -4.322 -0.576 1.438
H -3.184 2.056 -1.073
H 1.206 3.152 2.006
H 1.060 3.141 0.231
H 1.035 0.014 1.369
H 4.417 0.432 0.912
H 4.843 -2.461 1.305
H 6.106 -1.211 1.249
H 4.461 -2.270 -1.097
H 6.112 -2.740 -0.705
H 6.265 -1.290 -2.519
H 7.912 -0.833 -0.678
H 7.630 0.550 -1.735
H 6.894 0.511 -0.140
H 4.650 0.905 -1.155
H 5.252 0.851 -2.803
H 3.973 -0.253 -2.303
H -5.281 1.800 -1.995
H -7.513 0.755 -2.071
```

The natural (NBO) scheme yields these atomic charges, measured in e: -0.256 -0.477 0.351 -0.329 -0.068 -0.197 0.016 -0.332 0.267 -0.300 0.802 -0.588 -0.516 -0.178 0.671 -0.622 -0.654 0.792 -0.630 -0.632 -0.226 -0.401 -0.214 -0.609 -0.610 -0.119 -0.268 0.182 0.206 0.182 0.227 0.224 0.238 0.223 0.249 0.436 0.435 0.227 0.199 0.212 0.206 0.197 0.206 0.213 0.196 0.208 0.207 0.206 0.217 0.231